Molecular formula: C13H11FN5O10
Method: DFT, wB97M-V/def2-TZVPD

```
40
Properties=species:S:1:pos:R:3:forces:R:3:lowdin_charge:R:1
C 2.1784 3.6362 2.5671 0.15 0.04 -0.13 -0.09
C 0.8008 3.0166 2.5929 -0.06 -0.63 0.17 -0.22
O 1.0063 1.6026 2.8745 -0.11 1.57 -0.14 -0.02
C 0.0094 0.7557 2.5652 -0.79 -2.72 -0.64 -0.49
C 0.3899 -0.6223 2.9408 -2.27 0.18 -0.60 -0.18
F 1.7077 -0.7989 3.0406 2.16 -0.46 0.20 0.03
C -0.3606 -1.7732 2.3722 0.22 2.51 1.19 -0.50
O -1.5790 -1.8825 2.4670 0.57 -0.46 -0.34 0.06
O 0.4644 -2.6678 1.8162 -0.75 -0.97 -0.60 -0.02
C -0.2205 -3.8044 1.2239 0.42 0.38 0.43 -0.23
C 0.9138 -4.6411 0.7061 0.19 -0.18 -0.13 -0.08
O -1.0230 1.0019 1.9588 0.60 1.10 0.51 0.06
H 2.1085 4.7253 2.5252 -0.02 0.00 0.04 0.07
H 2.7520 3.3500 3.4535 -0.10 0.06 -0.10 0.08
H 2.7224 3.3037 1.6773 0.00 -0.01 0.16 0.08
H 0.1851 3.4372 3.4008 0.05 -0.10 -0.25 0.12
H 0.2848 3.1607 1.6324 0.02 -0.23 0.35 0.12
H -0.7945 -4.3183 2.0013 -0.01 0.12 -0.17 0.11
H -0.9001 -3.4622 0.4314 0.15 -0.04 0.26 0.13
H 0.5598 -5.5574 0.2397 -0.05 -0.11 -0.07 0.07
H 1.4820 -4.0640 -0.0278 0.02 -0.13 0.05 0.08
H 1.5778 -4.8997 1.5365 -0.05 0.00 -0.15 0.08
O 0.8499 -1.4587 10.5627 -0.50 0.19 -0.74 0.06
N 0.2389 -0.9324 9.6486 -0.73 0.53 -2.17 -0.16
C -0.0442 -1.2096 8.3223 1.02 0.25 2.29 -0.05
C -0.7626 -0.1232 7.7881 -1.01 2.02 0.89 -0.14
N -0.9627 0.8400 8.7336 0.69 -2.26 -1.50 0.14
O -0.3470 0.3437 9.8614 0.26 -0.34 0.36 0.01
C -1.1862 -0.1449 6.3921 0.06 -0.87 -0.41 -0.05
N -2.2034 0.7729 5.8532 -0.31 0.83 -1.36 -0.32
O -3.1218 1.2036 6.5697 1.54 -0.75 -0.42 0.05
O -2.0925 1.0446 4.6420 -0.17 -0.50 2.17 0.08
C -0.7573 -1.1836 5.5533 -1.32 1.97 -0.52 0.10
C -0.0821 -2.2543 6.1371 0.85 -3.03 0.73 -0.07
N 0.0284 -3.5669 5.6543 -0.61 2.11 0.18 -0.15
O -0.1956 -4.0660 4.5622 0.41 0.25 1.28 0.09
O 0.3849 -4.3740 6.7471 0.40 0.31 -0.38 0.03
N 0.5405 -3.6271 7.8974 -0.62 2.46 -1.05 0.14
C 0.2544 -2.3464 7.5188 0.04 -3.08 0.17 -0.12
H -1.0357 -1.2285 4.4964 -0.35 0.04 0.44 0.09
```
Positions in Å, forces in eV/Å.

Its total charge is -1. The calculation puts the LUMO energy at 0.0427 Ha. For the HOMO energy, the calculation gives -3.7 eV.

---

Molecular formula: C13H11O2
Method: DFT, wB97M-V/def2-TZVPD

```
26
Properties=species:S:1:pos:R:3:forces:R:3:lowdin_charge:R:1
C -2.9729 1.5474 0.2526 -3.38 1.69 -0.76 -0.12
C -3.4845 0.2358 0.0421 0.47 2.21 0.65 -0.12
C -1.6748 1.8431 0.2516 2.30 -0.56 0.57 -0.08
C -2.6501 -0.8095 0.1017 0.28 -2.44 -1.58 -0.07
C -0.7608 0.7713 0.1647 -1.71 -0.42 0.36 -0.12
C -1.2482 -0.5813 0.1422 1.00 0.36 0.67 -0.18
C 0.6137 1.1147 -0.0273 1.73 0.54 0.11 -0.24
C 0.8829 2.3520 -0.5900 -2.32 -0.75 0.87 0.07
C 3.0676 0.2810 0.0456 -0.47 1.29 -0.08 -0.75
C -0.3250 -1.6531 0.1840 -0.22 2.50 -0.23 0.00
C 1.0975 -1.3505 0.4847 -0.03 1.07 1.29 -0.31
C 1.5870 0.1539 0.3513 -1.41 -1.91 -0.79 0.02
C 2.0670 -2.3582 -0.1357 0.39 0.57 1.23 -0.07
O 3.0015 0.3691 -1.1970 1.07 -0.30 -1.04 0.00
O 4.0250 0.3384 0.8200 -0.32 -0.34 0.27 -0.02
H -3.6879 2.4435 0.2200 0.76 -1.54 0.20 0.12
H -4.5023 0.2462 -0.1963 -1.50 -0.77 -0.06 0.07
H -1.2264 2.8478 0.3303 -0.88 -0.63 0.09 0.11
H -2.9838 -1.8762 -0.1728 0.37 1.67 0.76 0.13
H 1.7900 2.5768 -0.9640 3.13 0.63 -0.80 0.01
H 0.0998 3.0560 -0.8580 0.16 -0.34 -0.04 0.04
H -0.7412 -2.5954 -0.0485 0.18 -1.26 0.03 0.08
H 1.1472 -1.3800 1.6314 0.21 -0.56 -0.92 0.17
H 2.0254 -2.3089 -1.2170 -0.36 -0.24 -0.22 0.07
H 1.7943 -3.3836 0.2887 1.00 1.24 -0.69 0.10
H 3.0593 -1.8805 0.0957 -0.45 -1.71 0.12 0.08
```
Positions in Å, forces in eV/Å.

Its total charge is -1. The calculation puts the LUMO energy (alpha / beta) at 0.1018 / 0.1217 Ha. For the HOMO energy (alpha / beta), the calculation gives -3.0 / -3.3 eV.

---

Molecular formula: C13H12BCl4O4
Method: DFT, wB97M-V/def2-TZVPD

```
34
Properties=species:S:1:pos:R:3:forces:R:3:lowdin_charge:R:1
Cl -2.1738 1.7506 -4.0535 0.22 0.00 0.03 0.42
B -0.6042 1.9793 -3.0407 -0.02 0.56 0.09 -1.88
Cl 0.9053 1.8595 -4.2144 -0.20 -0.23 0.39 0.36
Cl -0.5804 3.7573 -2.3499 0.15 0.09 -0.19 0.43
O -0.6500 1.0291 -1.9998 -0.45 -0.51 1.45 -0.15
C 0.0125 0.8830 -0.7572 2.33 0.54 -1.89 -0.21
C 0.7536 -0.4831 -0.8885 0.20 0.48 0.53 -0.12
C 2.0415 -0.6124 -0.3481 -0.39 0.51 -0.02 -0.05
C 2.6334 -1.8517 -0.1756 -0.66 -0.63 -0.16 -0.11
C 1.9231 -2.9847 -0.6172 0.19 1.05 -0.22 -0.70
Cl 2.6044 -4.5405 -0.3715 0.31 -0.70 0.17 0.65
C 0.7370 -2.8737 -1.3315 -0.21 0.72 0.24 -0.09
C 0.1537 -1.6088 -1.4761 0.52 0.33 0.45 0.01
H 0.7014 1.7501 -0.5737 0.23 -0.80 -0.74 0.16
H 2.5683 0.3150 -0.0924 -0.14 -0.45 0.23 0.13
H 3.5765 -1.9654 0.3469 0.01 -0.01 -0.24 0.10
H 0.2204 -3.7494 -1.7116 0.24 0.07 -0.01 0.11
H -0.7499 -1.4646 -2.0446 -0.27 -0.08 0.09 0.13
C -1.6637 2.2915 0.3967 -0.65 0.69 -0.14 -0.03
C -0.8330 1.0569 0.5349 0.53 -0.18 1.11 -0.28
C -0.0858 1.1997 1.9196 0.03 0.22 0.42 -0.27
O -0.0698 2.2457 2.5390 0.13 -0.28 -0.87 0.09
C 0.3800 -0.0439 2.6621 0.77 0.67 -0.23 -0.09
C -0.7267 -1.0328 2.6899 -0.31 -1.42 -1.27 -0.13
O -1.3986 -1.1981 1.3937 -0.15 0.03 0.29 0.03
C -1.6808 -0.1653 0.5476 -1.35 -0.34 -0.72 -0.43
O -2.5232 -0.2540 -0.3204 0.51 -0.97 1.45 0.15
H -2.4248 2.0776 -0.3587 0.01 0.35 0.27 0.11
H -2.0544 2.4936 1.3940 -0.55 0.22 -0.28 0.09
H -1.0903 3.1749 0.0829 -0.07 -0.53 0.14 0.05
H 1.2795 -0.4407 2.1855 -0.16 -0.14 -0.13 0.11
H 0.6457 0.2447 3.6923 -0.11 0.02 -0.44 0.13
H -0.3573 -2.0486 2.9134 -0.18 0.44 -0.10 0.13
H -1.4697 -0.7909 3.4269 -0.49 0.29 0.28 0.12
```
Positions in Å, forces in eV/Å.

Its total charge is -1. The calculation puts the LUMO energy at 0.0898 Ha. For the HOMO energy, the calculation gives -6.1 eV.

---

Molecular formula: C13H12BrN
Method: DFT, wB97M-V/def2-TZVPD

```
27
Properties=species:S:1:pos:R:3:forces:R:3:lowdin_spin:R:1
C -1.9058 1.9452 0.5639 -3.13 1.47 -0.73 0.28
C -3.2337 1.6514 0.1749 1.17 -0.54 1.22 0.04
C -2.7605 -0.8030 -0.1220 5.06 -1.89 0.59 0.38
C -0.9737 0.8533 0.4559 1.23 -1.01 -0.59 0.40
C -1.4290 -0.4222 0.1847 1.30 -2.84 -0.29 0.06
C -3.6792 0.2752 -0.0917 -1.97 2.68 -0.23 0.53
C 0.4867 -2.6329 1.0763 -0.21 -0.45 2.75 0.00
C 0.5036 1.1018 0.5613 -0.71 -1.46 -1.20 0.07
C 3.0317 -0.0652 -1.0319 -0.11 1.04 -3.66 0.00
C 2.7381 -0.3018 0.4459 0.27 5.01 -0.63 0.00
C 1.4850 -0.0410 -1.3817 1.83 -1.36 -0.97 0.00
C 0.4014 -1.4494 0.3104 -3.70 2.69 0.73 0.00
C 1.2434 -0.1981 0.1165 -1.59 -0.29 0.26 0.00
N 0.6036 -2.8146 -0.1651 0.15 -0.30 -0.34 0.00
Br -5.5379 -0.2903 -0.1629 1.24 0.85 0.25 0.14
H -1.5123 2.9735 0.8291 -0.94 -1.29 -0.41 0.02
H -4.0093 2.3896 0.2616 -0.11 0.32 -0.18 0.00
H -2.9299 -1.8483 -0.3918 -0.43 0.61 -0.03 0.02
H 0.4208 -3.1572 2.1272 0.27 0.80 -2.55 0.00
H 0.8475 1.8801 -0.1535 -0.28 0.05 0.84 0.02
H 0.5885 1.4028 1.5739 1.02 0.46 1.24 0.02
H 3.3461 0.9527 -1.4737 0.52 -1.47 1.56 0.00
H 3.5611 -0.8528 -1.6326 -0.22 0.66 0.92 0.00
H 3.1396 -1.1737 0.7790 0.82 -2.55 1.28 0.00
H 3.1418 0.6127 1.0419 -0.78 -1.80 -0.50 0.00
H 1.2068 0.8976 -1.8387 -0.44 0.07 -0.02 0.00
H 1.2255 -0.8856 -2.0571 -0.27 0.53 0.69 0.00
```
Positions in Å, forces in eV/Å.

The multiplicity is 3. The expectation value of S² is 2.0409. The calculation puts the LUMO energy (alpha / beta) at 0.0301 / -0.0932 Ha. For the HOMO energy (alpha / beta), the calculation gives -5.0 / -8.9 eV.